Entry 1:
C7H17BaF3NO14S3 | ωB97M-V/def2-TZVPD

Summary:
expectation value of S²: 0.76
2S+1: 2
orbital gap (alpha / beta): 4.04 / 3.64 eV
total charge: -2

Last column: Löwdin charge in e.
Positions of all 46 atoms, in Å:
Ba -0.603 1.726 0.056  2.0564
S -1.684 3.864 2.384  0.0165
O -1.569 2.414 2.517  -0.5109
O -1.340 4.133 1.044  -0.5277
O -3.011 4.245 2.743  -0.3281
O -0.761 4.469 3.313  -0.4009
S -4.272 1.789 0.397  0.1719
O -5.613 1.455 -0.128  -0.2921
O -4.382 3.217 0.709  -0.1914
O -4.092 0.984 1.572  -0.2531
O -3.144 1.526 -0.475  -0.5787
C 0.728 -1.844 3.954  -0.6983
F 0.780 -1.301 5.159  0.1390
F 1.883 -1.780 3.327  0.1163
F 0.429 -3.119 4.072  0.1275
S -0.546 -0.971 2.806  0.4750
O -1.042 -1.993 1.951  -0.3272
O -1.594 -0.390 3.667  -0.2979
O 0.141 0.083 2.052  -0.5133
C 2.789 2.071 -0.829  -0.2067
C 2.791 2.215 0.806  -0.2117
O 1.725 3.071 1.149  -0.1294
O 1.741 1.251 -1.318  -0.2374
H 3.777 1.729 -1.139  0.1091
H 2.656 3.058 -1.272  0.1113
H 3.704 2.677 1.183  0.1158
H 2.785 1.171 1.117  0.1077
H 2.049 3.431 1.978  0.1066
H 2.013 1.052 -2.217  0.0926
C 1.270 -1.602 -0.756  -0.0517
C 0.199 -1.403 -1.844  -0.4195
C -0.167 -2.649 -2.689  -0.1541
O 0.926 -3.092 -3.528  -0.1942
C 0.485 -3.985 -4.479  -0.1616
N -0.934 -0.825 -1.139  -0.0464
H 0.888 -2.441 -0.176  0.0877
H 1.602 -0.770 -0.135  0.0517
H 2.170 -1.928 -1.277  0.0732
H 0.509 -0.597 -2.508  0.1164
H -1.023 -2.412 -3.321  0.1151
H -0.455 -3.562 -2.169  0.1292
H 0.211 -4.923 -3.997  0.0843
H 1.360 -4.109 -5.117  0.0881
H -0.378 -3.643 -5.050  0.0831
H -1.294 -1.616 -0.624  0.0809
H -1.708 -0.673 -1.770  0.0768

---

Entry 2:
C3H8NO3S | ωB97M-V/def2-TZVPD

Summary:
2S+1: 1
orbital gap: 7.71 eV
total charge: -1

Last column: Löwdin charge in e.
Positions of all 16 atoms, in Å:
O -1.352 1.452 1.219  -0.0920
C -1.106 0.232 1.174  -0.7343
O -1.713 -0.720 1.706  -0.0769
C 0.225 -0.247 0.489  -0.3986
C 1.102 0.747 -0.245  -0.4921
S 0.103 1.724 -1.465  0.6491
N 1.090 -0.698 1.633  0.0133
H 0.030 -1.139 -0.100  0.1063
H 1.569 1.451 0.438  0.0656
H 1.862 0.277 -0.850  0.0535
H -0.644 2.470 -0.649  -0.1596
H 0.593 -1.484 2.043  0.0565
H 1.098 0.033 2.337  0.0654
H -0.748 -0.875 -3.161  0.0082
H -1.092 -1.521 -1.814  0.0086
O -1.017 -1.702 -2.754  -0.0730

---

Entry 3:
C42H88N4O22S3 | ωB97M-V/def2-TZVPD

Summary:
2S+1: 1
orbital gap: 9.18 eV
total charge: 0

Last column: Löwdin charge in e.
Positions of all 159 atoms, in Å:
C -6.764 4.396 8.029  0.0085
C -5.410 4.711 7.243  -0.5752
O -4.613 5.430 7.770  0.0479
N -5.207 4.258 6.014  -0.0035
C -4.012 4.474 5.196  -0.0597
H -7.486 4.916 7.400  0.0669
H -6.845 4.808 9.035  0.0748
H -6.902 3.316 7.978  0.0642
H -5.980 3.749 5.609  0.1314
H -3.639 5.475 5.412  0.0796
H -4.276 4.429 4.139  0.0835
H -3.150 3.862 5.463  0.0816
C -0.228 -5.600 8.660  -0.0057
C -0.589 -4.399 7.802  -0.6024
O -1.552 -3.773 8.042  0.0855
N 0.400 -3.948 6.973  0.0046
C 0.237 -2.845 6.008  -0.0706
H 0.841 -5.807 8.714  0.0685
H -0.751 -6.417 8.163  0.0827
H -0.577 -5.509 9.688  0.0837
H 1.268 -4.463 6.991  0.1225
H -0.478 -2.040 6.183  0.0815
H -0.013 -3.191 5.006  0.0740
H 1.201 -2.335 5.990  0.0757
C -0.571 6.633 -4.278  -0.0096
C -0.713 7.571 -3.088  -0.5389
O -1.627 8.429 -3.058  0.0000
N 0.222 7.432 -2.132  -0.0050
C 0.344 8.330 -1.003  -0.0719
H -1.359 6.797 -5.013  0.0813
H -0.554 5.629 -3.854  0.0764
H 0.374 6.865 -4.769  0.0796
H 0.858 6.654 -2.232  0.1386
H -0.425 9.084 -0.837  0.0919
H 1.390 8.490 -0.743  0.0851
H -0.012 7.744 -0.156  0.0734
C -8.091 -1.882 0.349  -0.0035
C -7.172 -2.361 1.454  -0.5856
O -6.047 -2.795 1.211  0.0231
N -7.716 -2.389 2.658  -0.0093
C -7.099 -2.771 3.918  -0.0534
H -8.198 -2.742 -0.312  0.0831
H -7.583 -1.081 -0.188  0.0875
H -9.128 -1.720 0.643  0.0702
H -8.695 -2.140 2.671  0.1273
H -6.802 -3.816 3.830  0.0878
H -7.778 -2.711 4.768  0.0831
H -6.274 -2.076 4.077  0.0899
C -1.412 0.862 -0.877  -0.1845
C -0.784 -0.529 -1.153  -0.2073
O 0.408 -0.337 -1.849  -0.2016
S 1.120 1.080 -1.302  0.7782
O 1.378 1.940 -2.469  -0.2634
O 2.138 0.839 -0.283  -0.2476
O -0.297 1.626 -0.521  -0.2093
H -2.123 0.794 -0.053  0.1365
H -1.872 1.261 -1.780  0.1303
H -1.330 -0.939 -2.002  0.1320
H -0.682 -1.247 -0.339  0.1355
C -2.417 -7.601 -5.143  -0.1509
C -3.463 -7.847 -3.968  -0.1494
O -3.680 -9.266 -4.002  -0.2238
S -2.326 -10.092 -4.194  0.7501
O -2.565 -11.352 -4.932  -0.2430
O -1.525 -10.029 -2.967  -0.2531
O -1.751 -8.860 -5.211  -0.2289
H -1.711 -6.836 -4.819  0.1272
H -3.094 -7.310 -5.946  0.1213
H -4.415 -7.508 -4.376  0.1217
H -3.229 -7.346 -3.029  0.1286
C -11.611 3.855 -0.405  -0.1716
C -10.654 3.980 -1.601  -0.2099
O -9.569 4.726 -1.156  -0.2067
S -9.450 4.674 0.544  0.7775
O -8.818 5.904 1.085  -0.2430
O -8.896 3.372 0.889  -0.2581
O -11.088 4.573 0.708  -0.2052
H -11.621 2.828 -0.040  0.1241
H -12.629 4.164 -0.642  0.1338
H -10.987 4.605 -2.429  0.1297
H -10.348 3.046 -2.073  0.1289
C 7.314 -3.226 5.706  -0.1782
C 7.489 -2.015 4.809  -0.1633
C 8.882 -2.184 4.351  -0.2390
O 9.081 -3.578 4.081  -0.1211
C 8.383 -4.152 5.179  -0.2299
H 6.379 -3.767 5.848  0.1089
H 7.525 -2.985 6.748  0.1055
H 7.181 -1.064 5.244  0.1203
H 6.858 -2.233 3.947  0.1211
H 9.750 -1.836 4.911  0.1233
H 9.070 -1.672 3.408  0.1193
H 9.113 -4.440 5.934  0.1158
H 7.991 -5.077 4.756  0.1173
C 4.356 -9.389 1.369  -0.1511
C 3.572 -8.107 1.805  -0.1517
C 2.910 -7.672 0.517  -0.2558
O 3.825 -8.103 -0.394  -0.1584
C 4.373 -9.385 -0.129  -0.1832
H 3.680 -10.180 1.695  0.1046
H 5.338 -9.452 1.838  0.1088
H 4.127 -7.241 2.165  0.1043
H 2.890 -8.316 2.629  0.1015
H 2.763 -6.599 0.398  0.1225
H 1.946 -8.112 0.260  0.1172
H 5.318 -9.480 -0.666  0.1256
H 3.633 -10.100 -0.489  0.1158
C -6.262 0.870 -8.193  -0.1658
C -7.065 -0.387 -8.059  -0.1957
C -6.339 -1.389 -7.141  -0.1739
O -5.410 -0.507 -6.436  -0.1625
C -4.966 0.505 -7.398  -0.1651
H -6.822 1.652 -7.680  0.1053
H -6.016 1.248 -9.185  0.1085
H -7.243 -0.814 -9.045  0.1049
H -8.080 -0.188 -7.717  0.1055
H -5.848 -2.234 -7.623  0.1069
H -7.043 -1.917 -6.498  0.1094
H -4.166 0.129 -8.036  0.1102
H -4.561 1.342 -6.828  0.1124
C 3.045 0.754 -8.603  -0.1721
C 2.428 -0.536 -8.063  -0.1832
C 3.555 -1.360 -7.641  -0.2521
O 4.711 -0.734 -8.096  -0.1304
C 4.474 0.662 -8.261  -0.1984
H 2.406 1.565 -8.255  0.1134
H 2.872 0.765 -9.679  0.1101
H 1.869 -0.956 -8.899  0.1098
H 1.666 -0.406 -7.295  0.1116
H 3.541 -2.294 -8.202  0.1221
H 3.584 -1.613 -6.582  0.1212
H 5.195 0.958 -9.023  0.1263
H 4.702 1.116 -7.297  0.1219
C 10.887 4.341 -3.161  -0.1620
C 9.993 4.414 -1.907  -0.1527
C 8.541 4.620 -2.386  -0.2382
O 8.722 5.286 -3.577  -0.1216
C 9.875 4.705 -4.197  -0.2209
H 11.467 3.428 -3.289  0.1121
H 11.603 5.163 -3.186  0.1049
H 10.227 5.234 -1.228  0.1062
H 10.138 3.491 -1.345  0.1022
H 8.082 5.345 -1.715  0.1159
H 7.894 3.743 -2.386  0.1173
H 10.180 5.372 -5.004  0.1223
H 9.597 3.784 -4.710  0.1144
C 4.664 4.956 6.362  -0.2041
C 5.702 5.340 5.389  -0.1791
C 4.770 6.007 4.274  -0.1738
O 3.851 6.588 5.158  -0.1804
C 3.729 6.166 6.499  -0.1644
H 5.262 4.774 7.255  0.1084
H 4.240 4.021 5.997  0.1194
H 6.307 4.616 4.843  0.1067
H 6.424 6.043 5.804  0.1103
H 4.308 5.304 3.580  0.1103
H 5.233 6.818 3.712  0.1123
H 2.697 5.946 6.776  0.1179
H 4.128 6.930 7.167  0.1165

---

Entry 4:
C5H15N3 | ωB97M-V/def2-TZVPD

Summary:
2S+1: 1
orbital gap (alpha / beta): 7.61 / 7.62 eV
total charge: 0

Last column: Löwdin charge in e.
Positions of all 23 atoms, in Å:
C -1.206 -0.555 0.371  -0.7363
C 1.355 0.441 0.044  -0.2418
C -0.643 -0.409 -1.006  -0.0411
C 1.074 1.887 -0.261  -0.1218
C 2.198 -0.314 -0.947  -0.1331
N -2.013 -1.759 0.570  0.0599
N -1.925 0.628 0.861  0.0748
N -0.025 -0.680 1.267  0.0589
H 1.863 0.405 1.009  0.0917
H -2.628 -1.926 -0.214  0.0658
H -2.523 -1.756 1.448  0.0681
H -1.522 1.472 0.467  0.0474
H -2.897 0.588 0.577  0.0701
H -0.221 -0.406 2.230  0.1013
H 0.358 -1.620 1.219  0.1025
H -0.269 -1.349 -1.415  0.0447
H -1.322 0.092 -1.698  0.0449
H 0.355 2.314 0.441  0.0625
H 2.144 -1.392 -0.782  0.0715
H 2.005 2.462 -0.124  0.0814
H 0.707 2.018 -1.276  0.0752
H 1.881 -0.113 -1.968  0.0737
H 3.254 -0.027 -0.812  0.0797

---

Entry 5:
CH4IPS | ωB97M-V/def2-TZVPD

Summary:
2S+1: 1
orbital gap: 8.95 eV
total charge: 0

Last column: Löwdin charge in e.
Positions of all 8 atoms, in Å:
C 0.202 0.613 -0.290  -1.6459
P 1.578 -0.463 0.281  0.6256
S -1.490 0.652 0.389  0.5176
I 1.068 2.477 -0.587  0.7270
H -0.092 -0.048 -1.727  0.1675
H 1.441 0.215 1.471  -0.1262
H 1.095 -1.741 0.574  -0.1181
H -1.327 1.158 1.628  -0.1474

---

Ordered M results: 629.7 138.2 1097.4 117.2 206.0; unit g mol⁻¹.
Ordered relative energy (zero: lowest compared OMol25 entry of this formula, charge and spin) results: 16.4 72.9 704.4 442.8 370.1; unit kJ/mol.